# 1
{"formula": "C51H48BrN10NaOP2Se2", "method": "wB97M-V/def2-TZVPD", "multiplicity": 1, "de_lowest_kj_mol": 0.0, "total_energy_ha": -10817.10906, "e_lumo_ev": 0.03, "homo_lumo_gap_ev": 7.001, "homo_energy_ev": -6.968, "elements": ["Na", "C", "N", "C", "C", "C", "C", "C", "C", "N", "C", "C", "C", "C", "C", "C", "N", "C", "C", "C", "C", "C", "N", "H", "H", "H", "H", "H", "H", "H", "H", "H", "H", "H", "H", "H", "H", "H", "H", "H", "H", "Se", "P", "C", "C", "C", "C", "C", "C", "C", "C", "C", "C", "C", "C", "C", "C", "N", "N", "N", "P", "Se", "C", "C", "C", "C", "C", "C", "C", "C", "C", "C", "C", "C", "H", "H", "H", "H", "H", "H", "H", "H", "H", "H", "H", "H", "H", "H", "H", "H", "H", "H", "H", "H", "C", "N", "C", "N", "O", "H", "H", "H", "H", "H", "H", "Br", "C", "C", "C", "C", "C", "N", "H", "H", "H", "H"], "coordinates": [[1.46, 0.19, -1.29], [-0.05, 2.53, -3.25], [1.31, 2.13, -2.88], [2.02, 3.26, -2.26], [3.11, 2.90, -1.28], [4.17, 3.79, -1.09], [5.10, 3.53, -0.10], [4.97, 2.38, 0.66], [3.90, 1.54, 0.39], [2.99, 1.79, -0.55], [1.99, 1.64, -4.08], [3.35, 1.06, -3.81], [4.44, 1.38, -4.61], [5.66, 0.77, -4.36], [5.76, -0.11, -3.30], [4.62, -0.35, -2.54], [3.44, 0.20, -2.80], [-1.00, 1.38, -3.42], [-2.31, 1.65, -3.82], [-3.21, 0.61, -3.94], [-2.78, -0.68, -3.66], [-1.47, -0.86, -3.27], [-0.59, 0.14, -3.15], [-0.05, 3.15, -4.16], [-0.45, 3.13, -2.44], [1.28, 3.80, -1.67], [2.42, 3.95, -3.02], [4.25, 4.67, -1.71], [5.92, 4.21, 0.07], [5.68, 2.14, 1.45], [3.76, 0.61, 0.94], [2.08, 2.44, -4.84], [1.38, 0.84, -4.50], [4.34, 2.10, -5.41], [6.52, 0.99, -4.98], [6.69, -0.61, -3.06], [4.65, -1.00, -1.67], [-2.62, 2.67, -4.02], [-4.23, 0.80, -4.24], [-3.45, -1.53, -3.74], [-1.09, -1.85, -3.04], [-4.35, 4.38, 1.34], [-3.52, 2.55, 1.94], [-3.17, 2.54, 3.72], [-1.87, 2.41, 4.20], [-1.61, 2.52, 5.56], [-2.65, 2.76, 6.45], [-3.94, 2.92, 5.97], [-4.20, 2.83, 4.62], [-4.67, 1.21, 1.52], [-4.66, 0.79, 0.19], [-5.62, -0.09, -0.27], [-6.62, -0.55, 0.59], [-6.63, -0.13, 1.91], [-5.65, 0.74, 2.38], [-1.98, 2.12, 1.11], [-1.22, 0.97, 0.83], [-0.26, 1.34, -0.05], [-0.38, 2.64, -0.24], [-1.40, 3.13, 0.42], [-1.11, -0.74, 1.38], [-1.05, -2.18, -0.15], [-2.41, -1.18, 2.59], [-3.42, -2.06, 2.24], [-4.31, -2.52, 3.20], [-4.21, -2.07, 4.51], [-3.21, -1.18, 4.86], [-2.30, -0.75, 3.91], [0.35, -0.77, 2.47], [0.67, -1.98, 3.08], [1.72, -2.05, 3.98], [2.44, -0.90, 4.30], [2.12, 0.30, 3.69], [1.08, 0.37, 2.77], [-1.06, 2.23, 3.51], [-0.60, 2.42, 5.92], [-2.44, 2.85, 7.51], [-4.75, 3.14, 6.67], [-5.20, 3.02, 4.24], [-3.91, 1.18, -0.50], [-5.61, -0.42, -1.31], [-7.38, -1.23, 0.23], [-7.40, -0.48, 2.59], [-5.66, 1.05, 3.42], [-3.49, -2.42, 1.22], [-5.09, -3.21, 2.92], [-4.91, -2.43, 5.26], [-3.12, -0.84, 5.89], [-1.49, -0.10, 4.20], [0.10, -2.87, 2.83], [1.97, -2.99, 4.45], [3.25, -0.95, 5.02], [2.69, 1.20, 3.93], [0.85, 1.31, 2.29], [2.66, -4.84, 1.00], [2.23, -3.58, 0.46], [2.98, -2.47, 0.34], [4.30, -2.58, 0.72], [2.50, -1.40, -0.04], [1.83, -5.54, 0.97], [3.01, -4.76, 2.04], [3.47, -5.28, 0.40], [1.23, -3.41, 0.34], [4.74, -3.48, 0.71], [4.88, -1.81, 0.42], [3.80, -3.77, -2.93], [2.31, -3.58, -4.09], [1.69, -4.74, -4.54], [0.60, -4.59, -5.39], [0.20, -3.31, -5.74], [0.90, -2.23, -5.23], [1.95, -2.36, -4.41], [2.05, -5.71, -4.24], [0.08, -5.46, -5.76], [-0.65, -3.15, -6.40], [0.62, -1.21, -5.48]], "lowdin_charge": [0.156, -0.149, -0.150, -0.121, -0.240, -0.017, -0.064, -0.061, -0.124, 0.106, -0.127, -0.254, -0.013, -0.061, -0.055, -0.155, 0.125, -0.250, -0.018, -0.067, -0.066, -0.199, 0.127, 0.134, 0.100, 0.113, 0.130, 0.113, 0.106, 0.100, 0.095, 0.126, 0.109, 0.111, 0.107, 0.103, 0.070, 0.119, 0.108, 0.103, 0.056, 0.249, 0.492, -0.343, -0.101, -0.080, -0.085, -0.076, -0.110, -0.350, -0.090, -0.074, -0.087, -0.087, -0.083, -0.451, -0.424, -0.014, -0.057, -0.001, 0.609, 0.431, -0.336, -0.117, -0.081, -0.080, -0.065, -0.085, -0.345, -0.102, -0.076, -0.081, -0.076, -0.080, 0.088, 0.105, 0.101, 0.104, 0.095, 0.105, 0.099, 0.101, 0.105, 0.092, 0.056, 0.106, 0.103, 0.107, 0.091, 0.107, 0.103, 0.102, 0.106, 0.100, -0.085, 0.019, -0.642, 0.184, -0.019, 0.088, 0.083, 0.074, 0.026, 0.082, 0.089, 0.789, -0.728, -0.114, -0.064, -0.062, -0.143, 0.067, 0.096, 0.111, 0.107, 0.101]}

***

# 2
{"formula": "C5H10O", "method": "wB97M-V/def2-TZVPD", "multiplicity": 1, "de_lowest_kj_mol": 110.6, "total_energy_ha": -271.71050, "e_lumo_ev": 0.90, "homo_lumo_gap_ev": 10.394, "smiles": "C[C@@H]1[C@H](C)[C@@H]1O", "homo_energy_ev": -9.494, "elements": ["C", "C", "C", "C", "C", "O", "H", "H", "H", "H", "H", "H", "H", "H", "H", "H"], "coordinates": [[-0.57, 0.03, -1.64], [-0.86, 0.51, -0.22], [0.24, 0.67, 0.81], [1.68, 0.33, 0.51], [-0.77, -0.43, 0.95], [-0.32, -1.73, 0.75], [-0.96, -0.97, -1.82], [-1.02, 0.71, -2.37], [0.51, 0.01, -1.84], [-1.67, 1.25, -0.16], [0.12, 1.50, 1.49], [1.78, -0.58, -0.09], [2.22, 0.15, 1.45], [2.19, 1.14, -0.01], [-1.50, -0.33, 1.76], [-1.07, -2.25, 0.42]], "nbo_charge": [-0.616, -0.257, -0.232, -0.618, 0.081, -0.707, 0.205, 0.216, 0.213, 0.213, 0.211, 0.224, 0.217, 0.208, 0.171, 0.471]}

***

# 3
{"formula": "C4H11NO", "method": "wB97M-V/def2-TZVPD", "charge": 1, "multiplicity": 2, "de_lowest_kj_mol": 261.5, "total_energy_ha": -288.61562, "e_lumo_ev": [-3.43, -8.22], "homo_lumo_gap_ev": [10.135, 5.340], "homo_energy_ev": [-13.565, -13.565], "elements": ["N", "C", "C", "C", "C", "H", "H", "H", "H", "H", "H", "H", "H", "H", "H", "H", "O"], "coordinates": [[1.98, -0.70, -0.14], [0.64, -1.40, -0.37], [-0.13, -0.47, -1.28], [0.62, 0.96, -1.52], [1.91, 0.82, -0.64], [2.76, -1.12, -0.71], [0.87, -2.38, -0.84], [0.09, -1.43, 0.64], [-0.21, -0.89, -2.28], [-1.13, -0.41, -0.76], [1.13, 1.06, -2.51], [-0.18, 1.60, -1.20], [2.81, 1.17, -1.16], [1.84, 1.49, 0.34], [-4.47, 0.22, 4.83], [-4.55, 0.81, 3.39], [-3.97, 0.68, 4.21]], "lowdin_spin": [0.743, 0.062, 0.035, 0.026, 0.047, 0.019, 0.005, 0.022, 0.004, 0.002, 0.003, 0.001, 0.006, 0.025, 0.000, 0.000, 0.000]}

***

# 4
{"formula": "C3H6N4O", "method": "wB97M-V/def2-TZVPD", "multiplicity": 3, "de_lowest_kj_mol": 91.5, "total_energy_ha": -411.94751, "e_lumo_ev": [0.50, -2.60], "homo_lumo_gap_ev": [5.384, 6.590], "homo_energy_ev": [-4.885, -9.189], "elements": ["C", "C", "C", "N", "N", "N", "N", "O", "H", "H", "H", "H", "H", "H"], "coordinates": [[1.38, -0.70, 0.57], [2.61, -0.35, -0.32], [-1.03, -0.12, 0.35], [1.38, -1.61, 1.42], [2.09, 0.67, -1.12], [0.73, 0.89, -0.90], [0.37, 0.10, 0.22], [3.71, -0.73, -0.26], [-1.65, 0.51, 1.03], [-1.47, -0.14, -0.60], [-1.00, -1.16, 0.64], [0.43, -1.58, 1.96], [2.33, 0.68, -2.12], [0.77, 1.87, -0.58]], "lowdin_spin": [0.322, 0.153, 0.047, 0.605, 0.111, 0.129, 0.409, 0.136, 0.013, 0.010, 0.005, 0.018, 0.014, 0.028]}

***

# 5
{"formula": "C3H2FNO", "method": "wB97M-V/def2-TZVPD", "multiplicity": 1, "de_lowest_kj_mol": 530.4, "total_energy_ha": -345.15003, "e_lumo_ev": 0.74, "homo_lumo_gap_ev": 10.864, "smiles": "C#[N+][O-].C#CF", "homo_energy_ev": -10.126, "elements": ["C", "N", "O", "H", "C", "C", "F", "H"], "coordinates": [[2.45, 0.64, 1.65], [1.35, 0.82, 2.00], [0.21, 1.02, 2.15], [3.47, 0.50, 1.69], [-2.44, 1.52, -0.24], [-1.66, 2.22, -0.82], [-0.51, 2.74, -1.09], [-3.22, 0.96, 0.17]], "nbo_charge": [-0.097, 0.232, -0.375, 0.242, -0.360, 0.395, -0.268, 0.232]}

***

# 6
{"formula": "C19H26AuBrN6O", "method": "wB97M-V/def2-TZVPD", "charge": 2, "multiplicity": 1, "de_lowest_kj_mol": 0.0, "total_energy_ha": -3852.61405, "e_lumo_ev": -6.65, "homo_lumo_gap_ev": 7.736, "homo_energy_ev": -14.383, "elements": ["Au", "C", "C", "O", "H", "H", "H", "N", "C", "C", "C", "N", "C", "C", "H", "H", "H", "H", "H", "H", "Br", "C", "C", "C", "C", "C", "N", "H", "H", "H", "H", "C", "C", "N", "C", "N", "C", "C", "C", "N", "C", "H", "H", "H", "H", "H", "H", "H", "H", "H", "H", "H", "H", "H"], "coordinates": [[0.40, 0.79, 0.28], [3.31, -0.36, 0.30], [2.55, 0.81, -0.24], [2.90, 1.72, -0.86], [4.37, -0.24, 0.06], [2.93, -1.28, -0.14], [3.16, -0.42, 1.38], [0.73, 6.95, -0.79], [0.62, 5.64, -0.56], [-0.05, 4.79, -1.46], [-0.12, 3.45, -1.19], [0.42, 2.89, -0.10], [1.06, 3.69, 0.78], [1.17, 5.04, 0.60], [0.35, 7.37, -1.62], [1.21, 7.55, -0.14], [-0.51, 5.19, -2.35], [-0.62, 2.78, -1.88], [1.48, 3.22, 1.65], [1.69, 5.65, 1.33], [-1.90, 1.79, 2.40], [-2.72, 1.13, 0.83], [-4.09, 1.17, 0.70], [-4.65, 0.63, -0.45], [-3.83, 0.05, -1.40], [-2.46, 0.05, -1.18], [-1.91, 0.60, -0.09], [-4.70, 1.60, 1.48], [-5.72, 0.66, -0.59], [-4.23, -0.40, -2.29], [-1.77, -0.39, -1.89], [1.06, -4.33, -1.65], [0.60, -3.04, -2.28], [0.47, -2.01, -1.24], [0.38, -2.25, 0.09], [0.45, -1.22, 0.93], [0.30, -1.42, 2.37], [0.80, -2.80, 2.77], [0.09, -3.83, 1.93], [0.23, -3.52, 0.50], [0.15, -4.61, -0.46], [2.10, -4.24, -1.30], [1.01, -5.14, -2.37], [-0.36, -3.19, -2.78], [1.31, -2.68, -3.03], [0.63, -1.05, -1.50], [-0.74, -1.30, 2.66], [0.87, -0.64, 2.88], [0.60, -2.97, 3.82], [1.88, -2.87, 2.60], [-0.98, -3.88, 2.19], [0.51, -4.82, 2.09], [-0.88, -4.73, -0.81], [0.45, -5.53, 0.04]], "nbo_charge": [1.005, -0.737, 0.584, -0.406, 0.276, 0.263, 0.266, -0.727, 0.268, -0.290, 0.066, -0.564, 0.066, -0.288, 0.416, 0.417, 0.244, 0.217, 0.218, 0.246, 0.115, 0.148, -0.255, -0.110, -0.227, 0.045, -0.574, 0.262, 0.253, 0.252, 0.210, -0.422, -0.212, -0.605, 0.651, -0.660, -0.228, -0.425, -0.207, -0.402, -0.209, 0.217, 0.254, 0.204, 0.227, 0.397, 0.203, 0.213, 0.253, 0.214, 0.208, 0.230, 0.207, 0.234]}